6 unconnected molecules or ions with the total composition CH13O5S, computed with the ωB97M-V functional and the def2-TZVPD basis.

Output
* Kohn-Sham gap: 0.2314 Ha
* charge: -1
* multiplicity: 1
* energy above the lowest of the compared OMol25 structures with the same formula, charge and spin: 137.9 kJ/mol
* HOMO level: -3.1 eV

Atoms and positions in Å:
C  1.828  -0.551  0.224
S  2.677  1.004  -0.224
H  0.791  -0.345  0.489
H  1.730  -1.185  -0.648
H  2.302  -1.062  1.059
H  0.725  -1.205  -1.936
H  -0.539  -0.618  -1.511
O  -0.211  -1.288  -2.162
H  -0.234  -1.823  2.114
H  -0.209  -2.449  0.801
O  -0.263  -2.710  1.734
H  -0.582  1.130  2.495
H  0.301  1.939  1.658
O  -0.615  1.947  1.981
H  -1.808  0.986  -0.508
H  -2.404  -0.464  -0.877
O  -1.732  0.020  -0.385
H  -0.850  2.062  -2.126
H  -0.037  2.106  -0.916
O  -0.868  2.504  -1.260

---

A single C5H10O2 molecule, computed with the ωB97M-V functional and the def2-TZVPD basis.

Output
* Kohn-Sham gap: 0.3676 Ha
* structure (SMILES): C[C@]1(O)C[C@@]1(C)O
* multiplicity: 1
* energy above the lowest of the compared OMol25 structures with the same formula, charge and spin: 268.6 kJ/mol
* HOMO level: -9.2 eV

Atoms and positions in Å:
C  -1.547  -0.621  -0.323
C  -0.595  0.518  -0.010
O  -0.862  1.737  -0.623
C  -0.070  0.400  1.382
C  0.831  0.095  0.120
C  1.265  -1.055  -0.810
O  1.844  1.066  0.044
H  -2.562  -0.328  -0.040
H  -1.530  -0.895  -1.381
H  -1.285  -1.508  0.268
H  -1.444  2.247  -0.051
H  0.194  1.357  1.848
H  -0.591  -0.252  2.084
H  2.355  -1.112  -0.879
H  0.861  -2.048  -0.612
H  0.916  -0.774  -1.818
H  1.925  1.438  0.927

---

A gas-phase ion, C4H11N2S (charge -1), computed with the ωB97M-V functional and the def2-TZVPD basis.

Output
* Kohn-Sham gap: 0.2168 Ha
* structure (SMILES): NCNCCC[S-]
* charge: -1
* multiplicity: 1
* energy above the lowest of the compared OMol25 structures with the same formula, charge and spin: 160.7 kJ/mol
* HOMO level: -2.3 eV

Atoms and positions in Å:
C  -0.621  0.740  0.100
N  0.692  1.012  -0.529
C  1.786  0.421  0.228
N  1.774  0.991  1.582
C  -1.650  -0.148  -0.620
C  -1.051  -1.538  -0.811
S  -2.308  -2.740  -1.578
H  -0.519  0.281  1.088
H  -1.024  1.747  0.318
H  0.604  0.553  -1.428
H  2.775  0.697  -0.105
H  1.630  -0.665  0.280
H  1.069  1.452  2.111
H  2.394  0.554  2.244
H  -2.037  0.311  -1.529
H  -2.435  -0.172  0.142
H  -0.302  -1.454  -1.600
H  -0.776  -2.040  0.108

---

A single C15H19N3OS molecule, computed with the ωB97M-V functional and the def2-TZVPD basis.

Output
* Kohn-Sham gap: 0.3453 Ha
* structure (SMILES): CCCCC(=O)Nc1nnc(CCc2ccccc2)s1
* multiplicity: 1
* energy above the lowest of the compared OMol25 structures with the same formula, charge and spin: 120.8 kJ/mol
* HOMO level: -9.0 eV

Atoms and positions in Å:
C  5.047  3.146  1.476
C  3.666  2.650  1.068
C  3.726  1.812  -0.206
C  2.344  1.314  -0.621
C  2.412  0.492  -1.880
O  3.428  0.243  -2.482
N  1.219  -0.007  -2.373
C  -0.077  0.073  -1.964
N  -1.020  -0.493  -2.643
N  -2.226  -0.336  -2.121
C  -2.264  0.346  -1.042
C  -3.482  0.613  -0.244
H  -4.332  0.226  -0.807
H  -3.609  1.689  -0.101
C  -3.390  -0.084  1.127
C  -3.064  -1.541  0.943
C  -4.029  -2.421  0.470
C  -3.718  -3.747  0.237
C  -2.435  -4.212  0.470
C  -1.468  -3.345  0.946
C  -1.782  -2.018  1.182
H  -1.023  -1.345  1.557
H  -0.465  -3.700  1.133
H  -2.190  -5.246  0.282
H  -4.478  -4.420  -0.133
H  -5.031  -2.062  0.284
H  -2.613  0.399  1.724
H  -4.345  0.032  1.643
S  -0.667  0.905  -0.531
H  1.324  -0.550  -3.226
H  1.911  0.703  0.177
H  1.675  2.162  -0.787
H  4.149  2.404  -1.019
H  4.383  0.954  -0.054
H  3.005  3.505  0.909
H  3.242  2.050  1.877
H  5.715  2.308  1.658
H  4.987  3.741  2.385
H  5.478  3.762  0.690

---

A molecular structure, C18H41AuOP3S, computed with the ωB97M-V functional and the def2-TZVPD basis.

Output
* <S²>: 2.049
* Kohn-Sham gap (spin up / spin down): 0.2374 / 0.1952 Ha
* charge: +3
* multiplicity: 3
* energy above the lowest of the compared OMol25 structures with the same formula, charge and spin: 118.6 kJ/mol
* HOMO level (spin up / spin down): -17.1 / -17.6 eV

Atoms and positions in Å:
Au  0.089  -0.326  0.219
P  1.300  -2.571  0.732
P  1.797  0.120  -1.252
P  -1.398  -0.785  1.996
H  -3.843  3.917  -3.318
C  -4.205  3.875  -2.235
C  -3.574  4.608  -1.372
H  -2.745  5.235  -1.775
C  0.460  -3.814  -0.302
C  3.063  -2.753  0.308
C  1.327  -3.256  2.428
C  1.641  1.645  -2.175
C  3.571  0.191  -0.803
C  1.692  -1.004  -2.637
C  -2.998  0.155  2.206
C  -0.712  -0.707  3.705
C  -2.107  -2.487  1.928
H  -5.228  3.358  -2.126
H  -3.960  4.868  -0.383
H  0.916  -4.792  -0.073
H  0.553  -3.621  -1.386
H  -0.616  -3.855  -0.064
H  3.354  -3.798  0.510
H  3.725  -2.096  0.901
H  3.237  -2.548  -0.758
H  1.916  -4.184  2.372
H  0.357  -3.490  2.888
H  1.859  -2.534  3.062
H  2.600  1.651  -2.746
H  1.624  2.437  -1.434
H  0.776  1.794  -2.859
H  4.108  -0.622  -1.291
H  3.832  0.201  0.262
H  3.939  1.118  -1.225
H  2.564  -0.728  -3.231
H  0.785  -0.837  -3.219
H  1.735  -2.056  -2.368
H  -3.721  -0.340  2.881
H  -3.498  0.278  1.239
H  -2.822  1.165  2.599
H  -1.551  -0.952  4.382
H  -0.375  0.326  3.878
H  0.145  -1.364  3.930
H  -2.880  -2.511  2.725
H  -1.433  -3.369  2.044
H  -2.623  -2.575  0.956
C  -1.638  2.409  -0.928
C  -2.379  1.213  -1.403
C  -2.625  1.034  -2.823
C  -2.002  1.965  -3.674
C  -1.230  3.048  -3.196
C  -1.090  3.291  -1.853
S  -1.308  2.511  0.720
H  -1.471  0.414  -0.795
H  -3.145  0.911  -0.711
H  -3.259  0.185  -3.150
H  -1.928  1.947  -4.778
H  -0.718  3.678  -3.938
H  -0.497  4.132  -1.495
C  3.761  -0.069  3.221
O  2.433  -0.094  2.715
H  4.514  0.546  2.725
H  4.081  -1.094  3.101
H  3.785  0.212  4.271
H  2.040  0.793  2.870

---

2 unconnected molecules or ions with the total composition C7H14N3, computed with the ωB97M-V functional and the def2-TZVPD basis.

Output
* Kohn-Sham gap (spin up / spin down): 0.2733 / 0.2734 Ha
* charge: +1
* multiplicity: 1
* energy above the lowest of the compared OMol25 structures with the same formula, charge and spin: 439.0 kJ/mol
* HOMO level (spin up / spin down): -10.9 / -10.9 eV

Atoms and positions in Å:
C  3.387  0.765  0.290
C  3.141  -0.530  0.691
C  2.219  1.097  -0.474
C  -1.235  -1.117  0.957
C  -2.862  -0.118  -0.647
C  0.155  -0.079  -1.263
C  -1.699  0.111  0.253
N  1.982  -0.923  0.114
N  1.335  0.062  -0.571
N  -1.634  1.372  0.828
H  4.196  1.485  0.576
H  3.716  -1.200  1.120
H  1.933  2.097  -0.871
H  -0.722  -0.970  1.990
H  -0.459  -1.619  0.400
H  -2.114  -1.768  1.061
H  -3.070  0.761  -1.251
H  -3.832  -0.255  -0.203
H  -2.690  -0.920  -1.253
H  -0.217  -0.982  -1.679
H  0.127  0.781  -1.976
H  1.588  -1.906  0.026
H  -0.950  1.732  1.496
H  -2.296  2.125  0.385